(1)
Below is a molecular structure, C40H61N2O10P3RbS, with properties calculated with the ωB97M-V functional and the def2-TZVPD basis.

Structure (XYZ):
```
118
Properties=species:S:1:pos:R:3:lowdin_charge:R:1
Rb -0.490 -0.308 -0.405 0.7721
C 3.347 0.055 -0.849 -0.1712
C 3.234 1.399 -0.158 -0.1911
O 1.897 1.831 -0.252 -0.1501
C 1.531 2.860 0.640 -0.1718
C 1.287 2.354 2.047 -0.1958
O 0.190 1.478 2.012 -0.1697
C 0.061 0.616 3.130 -0.1622
C 1.104 -0.486 3.161 -0.1956
O 0.912 -1.254 2.006 -0.2169
C 1.926 -2.174 1.664 -0.1767
C 3.067 -1.494 0.940 -0.1875
O 2.544 -0.926 -0.237 -0.1820
H 2.982 0.143 -1.873 0.1339
H 4.400 -0.255 -0.882 0.1319
H 3.552 1.313 0.889 0.1127
H 3.907 2.120 -0.646 0.1317
H 2.293 3.651 0.665 0.1298
H 0.604 3.278 0.244 0.1290
H 2.188 1.857 2.427 0.1106
H 1.082 3.207 2.711 0.1324
H 0.089 1.187 4.068 0.1299
H -0.921 0.152 3.027 0.1382
H 2.122 -0.074 3.211 0.1134
H 0.952 -1.091 4.066 0.1339
H 2.303 -2.701 2.551 0.1328
H 1.451 -2.904 1.007 0.1391
H 3.516 -0.727 1.586 0.1150
H 3.849 -2.227 0.701 0.1352
C -1.075 1.046 -6.459 -0.0391
C -0.620 0.209 -5.281 -0.4053
C 0.764 0.562 -4.779 -0.0474
O -1.615 0.271 -4.212 -0.1670
P -1.892 1.358 -3.123 0.4366
O -0.748 1.842 -2.330 -0.3174
C -3.162 0.497 -2.184 -0.2284
P -3.687 1.216 -0.617 0.4430
O -2.710 1.101 0.469 -0.3371
O -5.042 0.522 -0.209 -0.1701
C -6.241 0.175 -0.941 -0.4150
C -6.669 1.257 -1.919 -0.0424
C -6.085 -1.198 -1.567 -0.0191
O -4.031 2.719 -1.024 -0.1881
C -4.079 3.786 -0.039 -0.4192
C -5.040 3.452 1.091 -0.0460
C -2.694 4.140 0.476 -0.0393
O -2.723 2.529 -3.828 -0.1760
C -2.064 3.739 -4.267 -0.4532
C -2.886 4.271 -5.421 -0.0442
C -1.953 4.718 -3.115 -0.0406
H -0.450 0.805 -7.320 0.0868
H -0.981 2.117 -6.269 0.0588
H -2.110 0.816 -6.715 0.0887
H -0.644 -0.844 -5.555 0.0887
H 0.840 1.614 -4.495 0.0735
H 1.481 0.355 -5.576 0.0904
H 1.018 -0.068 -3.925 0.0447
H -2.857 -0.540 -1.996 0.0736
H -4.017 0.436 -2.861 0.0667
H -6.992 0.108 -0.152 0.1337
H -5.965 1.382 -2.742 0.0757
H -6.773 2.219 -1.416 0.0717
H -7.635 0.980 -2.344 0.0863
H -5.384 -1.186 -2.403 0.0769
H -7.050 -1.544 -1.941 0.0907
H -5.723 -1.908 -0.824 0.0700
H -4.473 4.627 -0.615 0.1343
H -4.648 2.626 1.687 0.0852
H -6.018 3.169 0.701 0.0740
H -5.163 4.319 1.740 0.0836
H -2.268 3.314 1.044 0.0715
H -2.774 5.023 1.115 0.0861
H -2.024 4.371 -0.350 0.0592
H -1.057 3.489 -4.611 0.1246
H -3.897 4.500 -5.078 0.0868
H -2.950 3.533 -6.220 0.0726
H -2.435 5.183 -5.816 0.0836
H -2.944 4.923 -2.704 0.0834
H -1.511 5.654 -3.462 0.0866
H -1.322 4.291 -2.340 0.0580
S 0.568 -2.738 -2.753 0.4263
C -0.095 -2.950 -4.254 -1.0192
N -0.564 -3.101 -5.313 -0.0112
N -1.897 -2.323 0.673 -0.4168
P -2.735 -3.560 0.912 0.6104
C -2.251 -4.545 2.420 -0.2522
C -2.971 -5.550 3.058 -0.1038
C -2.481 -6.155 4.211 -0.1057
C -1.263 -5.755 4.744 -0.1167
C -0.546 -4.737 4.128 -0.0972
C -1.042 -4.133 2.979 -0.0848
C -4.541 -3.301 1.262 -0.2707
C -4.862 -2.055 1.799 -0.0970
C -6.183 -1.717 2.071 -0.1083
C -7.202 -2.619 1.789 -0.1160
C -6.893 -3.857 1.235 -0.1051
C -5.571 -4.196 0.974 -0.0959
C -2.800 -4.829 -0.428 -0.2719
C -2.680 -4.318 -1.720 -0.0983
C -2.627 -5.156 -2.825 -0.0817
C -2.697 -6.533 -2.647 -0.1017
C -2.800 -7.059 -1.367 -0.1062
C -2.841 -6.212 -0.265 -0.0998
H -3.936 -5.859 2.670 0.0938
H -3.055 -6.937 4.696 0.0915
H -0.882 -6.227 5.642 0.0890
H 0.399 -4.410 4.549 0.0890
H -0.537 -3.309 2.481 0.0644
H -4.052 -1.349 1.952 0.0918
H -6.417 -0.742 2.484 0.0987
H -8.234 -2.357 1.993 0.0904
H -7.688 -4.556 1.001 0.0924
H -5.337 -5.153 0.520 0.0960
H -2.554 -3.249 -1.842 0.0720
H -2.476 -4.737 -3.812 0.0879
H -2.638 -7.192 -3.506 0.0928
H -2.825 -8.133 -1.219 0.0898
H -2.885 -6.642 0.728 0.0820
```

Computed properties:
net charge = -1
orbital gap = 5.427 eV
ΔE to the lowest compared entry with this formula, charge and spin = 48.7 kJ/mol


(2)
Below is a molecular structure, C40H61N5OSiTi, with properties calculated with the ωB97M-V functional and the def2-TZVPD basis.

Structure (XYZ):
```
109
Properties=species:S:1:pos:R:3:lowdin_charge:R:1
Ti 0.790 -0.647 -0.216 1.0185
N -0.393 -2.516 -0.104 0.0089
C 0.324 -3.732 -0.549 -0.1656
C 1.802 -3.514 -0.298 -0.1642
N 2.228 -2.233 -0.920 -0.2197
C 3.551 -1.847 -0.368 -0.1382
C 3.837 -0.355 -0.589 -0.1639
N 2.572 0.357 -0.901 -0.0207
C 2.186 -2.430 -2.429 -0.1206
C 3.338 -1.945 -3.315 -0.2158
N 3.274 -0.520 -3.651 0.0140
H -0.695 -2.605 0.868 0.0887
H -1.250 -2.389 -0.645 0.0935
H 0.111 -3.880 -1.610 0.1206
H -0.028 -4.622 -0.018 0.1406
H 2.399 -4.345 -0.692 0.1476
H 1.991 -3.442 0.779 0.1096
H 4.346 -2.476 -0.777 0.1376
H 3.501 -2.048 0.706 0.1059
H 4.547 -0.187 -1.399 0.1177
H 4.266 0.063 0.322 0.1068
H 2.523 0.347 -1.946 0.0850
H 2.653 1.343 -0.644 0.1105
H 1.249 -1.999 -2.804 0.1038
H 2.118 -3.509 -2.589 0.1254
H 3.291 -2.573 -4.212 0.1308
H 4.303 -2.163 -2.859 0.1133
H 2.648 -0.372 -4.437 0.0798
H 4.183 -0.194 -3.962 0.0991
C 5.114 0.199 3.243 -0.0263
C 3.838 -0.572 3.070 -0.2478
C 3.711 -1.860 3.583 0.0259
C 2.533 -2.594 3.464 -0.2473
C 2.412 -3.950 4.095 -0.0240
C 1.464 -2.025 2.780 -0.0163
C 1.573 -0.748 2.229 -0.3190
C 2.753 -0.024 2.393 -0.0156
N 0.488 -0.142 1.510 -0.0532
C -0.634 0.468 2.288 -0.4089
C -1.814 -0.503 2.290 -0.0772
C -2.987 0.123 3.056 -0.2608
C -2.556 0.418 4.494 -0.1027
C -1.382 1.400 4.484 -0.2680
C -1.799 2.702 3.798 -0.1032
C -2.223 2.400 2.359 -0.2599
C -3.399 1.423 2.362 -0.0999
C -1.047 1.769 1.605 -0.0773
C -0.206 0.771 3.726 -0.0691
H 5.446 0.172 4.279 0.0953
H 4.990 1.240 2.955 0.0846
H 5.914 -0.231 2.639 0.0923
H 4.547 -2.298 4.112 0.1382
H 3.332 -4.521 3.983 0.0906
H 1.594 -4.522 3.662 0.0806
H 2.218 -3.853 5.163 0.0998
H 0.529 -2.570 2.707 0.1174
H 2.799 0.991 2.010 0.1310
H -1.523 -1.447 2.766 0.1205
H -2.120 -0.705 1.254 0.1025
H -3.823 -0.582 3.052 0.1474
H -2.270 -0.506 5.004 0.1250
H -3.393 0.844 5.050 0.1295
H -1.062 1.604 5.509 0.1486
H -0.972 3.414 3.808 0.1250
H -2.625 3.162 4.342 0.1289
H -2.508 3.323 1.849 0.1486
H -3.718 1.217 1.339 0.0755
H -4.248 1.866 2.884 0.1358
H -0.193 2.454 1.584 0.1322
H -1.344 1.566 0.572 0.0889
H 0.106 -0.147 4.234 0.1285
H 0.650 1.452 3.720 0.1329
C -1.847 -1.524 -3.543 -0.0781
C -1.596 -0.041 -3.846 -0.5935
C -2.746 0.454 -4.730 -0.0641
C -0.270 0.097 -4.595 -0.0806
Si -1.488 0.943 -2.231 0.6290
O -0.392 0.063 -1.250 -0.3414
C -0.688 2.615 -2.404 -0.2211
C -1.149 3.540 -3.345 -0.0854
C -0.551 4.783 -3.486 -0.0534
C 0.529 5.129 -2.687 -0.0583
C 1.000 4.231 -1.741 -0.0695
C 0.395 2.990 -1.607 -0.1044
C -3.133 1.016 -1.366 -0.2355
C -3.825 2.227 -1.283 -0.0706
C -5.107 2.284 -0.752 -0.0554
C -5.713 1.132 -0.279 -0.0651
C -5.036 -0.080 -0.329 -0.0748
C -3.763 -0.132 -0.871 -0.1168
H -1.783 -2.107 -4.464 0.0980
H -2.840 -1.687 -3.131 0.0803
H -1.110 -1.939 -2.845 0.0438
H -2.820 -0.173 -5.620 0.0970
H -2.591 1.473 -5.076 0.0732
H -3.703 0.411 -4.213 0.0866
H -0.252 -0.557 -5.470 0.0986
H 0.565 -0.173 -3.946 0.0380
H -0.100 1.118 -4.933 0.0889
H -1.999 3.307 -3.970 0.0998
H -0.931 5.483 -4.215 0.1155
H 0.996 6.096 -2.797 0.1141
H 1.831 4.504 -1.105 0.1071
H 0.761 2.308 -0.835 0.0628
H -3.362 3.138 -1.637 0.1021
H -5.630 3.228 -0.708 0.1163
H -6.711 1.176 0.134 0.1174
H -5.507 -0.978 0.046 0.1154
H -3.261 -1.092 -0.918 0.0860
```

Computed properties:
net charge = +2
orbital gap = 8.537 eV
ΔE to the lowest compared entry with this formula, charge and spin = 7.7 kJ/mol


(3)
Below is a molecular structure, C40H62BMnN2O3SSeSi3Te2, with properties calculated with the ωB97M-V functional and the def2-TZVPD basis.

Structure (XYZ):
```
116
Properties=species:S:1:pos:R:3:lowdin_charge:R:1
Mn -0.374 -1.355 0.715 0.3688
Se -2.456 -2.808 1.293 0.5762
C -1.998 -4.586 1.172 -0.8392
N -1.693 -5.698 1.089 0.0143
C -2.884 -0.075 3.794 -0.4255
Te -1.932 0.908 2.167 1.1938
C -3.765 1.593 1.339 -0.4206
H -3.380 0.658 4.424 -0.0002
H -2.115 -0.595 4.360 -0.0068
H -3.585 -0.800 3.389 -0.0246
H -4.389 0.737 1.096 0.0080
H -3.533 2.138 0.428 -0.0147
H -4.261 2.245 2.054 -0.0027
C 0.008 6.751 -0.837 -0.1886
Si -0.336 4.960 -0.391 0.3688
C -1.284 4.146 -1.780 -0.1809
C -1.350 4.934 1.178 -0.1787
C 1.298 4.093 -0.122 -0.5833
Te 1.099 1.982 0.243 1.2291
C 2.862 1.457 -0.866 -0.5728
Si 2.700 1.378 -2.729 0.3939
C 4.277 0.613 -3.402 -0.1827
C 2.520 3.085 -3.485 -0.1798
C 1.245 0.344 -3.246 -0.1576
H -0.922 7.289 -1.030 0.0259
H 0.630 6.827 -1.730 0.0249
H 0.526 7.261 -0.024 0.0253
H -2.305 4.532 -1.822 0.0321
H -1.336 3.065 -1.637 0.0006
H -0.819 4.334 -2.750 0.0298
H -2.364 5.289 0.982 0.0329
H -0.907 5.582 1.936 0.0316
H -1.424 3.934 1.610 -0.0264
H 1.864 4.541 0.694 0.0052
H 1.903 4.169 -1.027 -0.0160
H 3.133 0.462 -0.502 -0.0144
H 3.644 2.139 -0.531 0.0126
H 5.149 1.222 -3.158 0.0270
H 4.227 0.520 -4.489 0.0266
H 4.438 -0.384 -2.988 0.0192
H 3.307 3.767 -3.160 0.0312
H 1.557 3.530 -3.237 0.0113
H 2.575 3.005 -4.572 0.0309
H 1.250 -0.637 -2.765 0.0277
H 1.238 0.192 -4.327 0.0452
H 0.313 0.835 -2.964 0.0241
C -5.016 -1.991 -6.296 -0.0525
C -4.217 -0.691 -6.447 -0.5653
C -5.137 0.364 -7.061 -0.0783
C -3.050 -0.928 -7.414 -0.0534
C -3.668 -0.267 -5.084 -0.1817
C -3.977 0.959 -4.500 -0.0365
C -3.471 1.343 -3.252 0.0144
C -2.644 0.457 -2.608 -0.2375
O -2.019 0.574 -1.409 0.0192
B -1.264 -0.627 -1.187 -0.5867
O -1.495 -1.446 -2.346 0.0605
C -2.325 -0.768 -3.179 -0.2167
C -2.818 -1.151 -4.400 0.0558
H -5.425 -2.299 -7.261 0.0796
H -5.843 -1.856 -5.598 0.0903
H -4.395 -2.803 -5.919 0.0757
H -5.507 0.004 -8.024 0.0800
H -4.613 1.304 -7.235 0.0829
H -6.000 0.565 -6.426 0.0836
H -3.424 -1.224 -8.397 0.0795
H -2.387 -1.715 -7.055 0.0753
H -2.457 -0.019 -7.530 0.0887
H -4.629 1.650 -5.013 0.0912
H -3.721 2.300 -2.815 0.1087
H -2.551 -2.116 -4.810 0.1210
C 3.389 0.840 3.523 -0.1049
C 3.443 -0.691 3.587 -0.5877
C 4.215 -1.191 2.364 -0.1011
C 4.230 -1.071 4.846 -0.1008
Si 1.651 -1.380 3.571 0.4575
O 0.860 -0.932 2.245 -0.4750
C 0.811 -0.670 5.113 -0.2036
C 0.366 0.656 5.086 -0.1378
C -0.214 1.254 6.195 -0.0936
C -0.360 0.534 7.372 -0.1050
C 0.068 -0.784 7.424 -0.0961
C 0.643 -1.375 6.306 -0.0865
C 1.684 -3.262 3.746 -0.1982
C 2.418 -3.950 4.720 -0.1188
C 2.420 -5.336 4.786 -0.1028
C 1.672 -6.076 3.881 -0.0975
C 0.915 -5.424 2.922 -0.0779
C 0.932 -4.036 2.859 -0.0909
H 4.408 1.237 3.432 0.0808
H 2.954 1.268 4.427 0.0718
H 2.807 1.195 2.670 0.0172
H 5.265 -0.882 2.430 0.0830
H 3.812 -0.759 1.444 0.0529
H 4.195 -2.281 2.278 0.0783
H 5.143 -0.467 4.895 0.0775
H 4.537 -2.116 4.836 0.0633
H 3.664 -0.886 5.762 0.0761
H 0.464 1.231 4.172 0.0722
H -0.557 2.280 6.137 0.1004
H -0.811 0.996 8.242 0.0930
H -0.056 -1.358 8.335 0.0949
H 0.942 -2.414 6.361 0.0892
H 2.987 -3.403 5.460 0.0806
H 3.002 -5.838 5.550 0.0926
H 1.666 -7.158 3.936 0.0944
H 0.285 -5.977 2.238 0.0618
H 0.313 -3.551 2.112 0.0297
S 2.087 -3.929 -2.434 1.0195
C 3.069 -3.200 -1.233 -0.3903
C 2.289 -2.710 -0.237 -0.2247
N 0.937 -2.899 -0.421 -0.0594
C 0.697 -3.531 -1.535 -0.4566
H 4.141 -3.180 -1.306 0.0641
H 2.621 -2.213 0.663 0.0693
H -0.299 -3.757 -1.880 0.0897
```

Computed properties:
net charge = -1
multiplicity = 6
orbital gap (spin up / spin down) = 6.078 / 6.951 eV
ΔE to the lowest compared entry with this formula, charge and spin = 0.0 kJ/mol


(4)
Below is a molecular structure, C40H62Cl2GeN4O4P3Ta at a distorted geometry, with properties calculated with the ωB97M-V functional and the def2-TZVPD basis.

Structure (XYZ):
```
117
Properties=species:S:1:pos:R:3:lowdin_charge:R:1
Ta 0.011 0.601 -1.808 1.2080
C 3.113 -3.455 -1.909 -0.0744
C 2.209 -2.399 -2.564 -0.5138
C 1.763 -2.836 -3.966 -0.0786
P 0.792 -1.928 -1.483 0.9967
C 1.299 -2.241 0.253 -0.3364
N 0.380 -1.655 1.185 -0.1789
Ge -0.163 0.093 0.832 0.8189
N -2.221 0.567 1.089 -0.0621
C -3.231 0.774 0.032 -0.3436
P -2.779 0.964 -1.737 0.9757
C -4.069 0.014 -2.703 -0.4834
C -5.430 0.022 -1.975 -0.0859
C -3.842 -1.413 -3.203 -0.0947
C -3.237 2.718 -2.201 -0.5394
C -4.583 3.257 -1.689 -0.0810
C -3.191 2.952 -3.718 -0.0921
C -2.611 0.948 2.304 -0.1837
C -3.816 1.680 2.626 0.0343
C -3.998 2.154 3.888 -0.0153
C -3.029 1.926 4.894 0.0289
C -1.897 1.152 4.640 0.0342
C -1.720 0.628 3.389 -0.1472
N -0.705 -0.279 3.020 -0.0555
C -1.105 -1.691 3.010 -0.1747
C -2.011 -2.259 3.877 0.0036
C -2.123 -3.647 3.908 -0.0461
C -1.289 -4.406 3.107 -0.0398
C -0.404 -3.807 2.208 -0.0122
C -0.348 -2.426 2.113 -0.2374
C 0.553 -0.089 3.720 -0.1797
C 0.759 -0.590 4.993 -0.0009
C 1.942 -0.314 5.652 -0.0360
C 2.891 0.468 5.011 -0.0331
C 2.684 0.928 3.716 -0.0279
C 1.505 0.628 3.029 -0.2094
N 1.235 1.008 1.680 -0.1519
C 1.970 2.168 1.213 -0.3307
P 3.025 1.890 -0.226 0.9863
C 4.042 0.381 -0.237 -0.4762
C 5.160 0.533 -1.284 -0.0714
C 4.587 -0.121 1.097 -0.0655
C 4.014 3.389 -0.406 -0.4732
C 3.125 4.644 -0.423 -0.0749
C 5.091 3.497 0.685 -0.0672
C -0.617 -3.059 -1.841 -0.4974
C -1.858 -2.753 -1.005 -0.0940
C -0.250 -4.541 -1.700 -0.0612
H 3.912 -3.700 -2.612 0.1031
H 2.584 -4.382 -1.687 0.0801
H 3.586 -3.101 -0.991 0.0731
H 2.794 -1.481 -2.658 0.0837
H 1.290 -3.815 -3.945 0.0806
H 2.645 -2.918 -4.603 0.1066
H 1.076 -2.147 -4.453 0.0568
H 2.307 -1.837 0.377 0.0725
H 1.389 -3.320 0.363 0.0918
H -3.780 1.680 0.238 0.0474
H -3.948 -0.047 0.090 0.1094
H -4.130 0.644 -3.589 0.0886
H -5.503 -0.840 -1.308 0.0875
H -6.225 -0.085 -2.715 0.1067
H -5.646 0.915 -1.398 0.0590
H -3.976 -2.129 -2.401 0.0580
H -2.886 -1.585 -3.688 0.0563
H -4.616 -1.628 -3.943 0.1058
H -2.457 3.316 -1.742 0.0192
H -5.422 2.915 -2.293 0.0876
H -4.546 4.344 -1.785 0.1025
H -4.805 3.049 -0.642 0.0642
H -4.057 2.520 -4.219 0.0843
H -2.292 2.591 -4.210 0.0521
H -3.238 4.028 -3.893 0.1049
H -4.572 1.883 1.887 0.1108
H -4.889 2.721 4.124 0.1319
H -3.188 2.324 5.888 0.1333
H -1.188 0.941 5.428 0.1290
H -2.600 -1.642 4.548 0.1285
H -2.818 -4.122 4.586 0.1206
H -1.324 -5.486 3.168 0.1228
H 0.231 -4.436 1.600 0.1022
H -0.008 -1.195 5.465 0.1321
H 2.116 -0.693 6.650 0.1238
H 3.818 0.713 5.514 0.1242
H 3.467 1.513 3.256 0.0959
H 2.593 2.572 2.005 0.0902
H 1.332 2.992 0.905 0.0306
H 3.332 -0.360 -0.617 0.0640
H 5.898 1.274 -0.977 0.0831
H 4.799 0.807 -2.278 0.0798
H 5.680 -0.422 -1.377 0.0990
H 5.288 0.579 1.554 0.0867
H 5.136 -1.049 0.918 0.0988
H 3.797 -0.336 1.810 0.0573
H 4.491 3.288 -1.385 0.1279
H 2.712 4.856 0.566 0.0883
H 2.301 4.586 -1.136 0.0707
H 3.736 5.500 -0.706 0.1022
H 4.648 3.637 1.674 0.0858
H 5.703 4.376 0.482 0.1031
H 5.760 2.639 0.725 0.0640
H -0.843 -2.863 -2.893 0.0976
H -1.712 -3.007 0.036 0.0700
H -2.678 -3.371 -1.370 0.0944
H -2.176 -1.707 -1.066 0.0320
H 0.012 -4.800 -0.676 0.0723
H 0.555 -4.856 -2.356 0.0643
H -1.130 -5.131 -1.962 0.1073
O -0.079 0.666 -5.638 -0.1013
Cl 0.031 0.596 -4.252 0.7968
O -0.253 1.897 -3.513 -0.4190
O 1.322 0.158 -3.687 -0.3892
O -0.914 -0.360 -3.564 -0.4553
Cl -0.526 2.640 -0.592 0.2845
C 2.013 1.686 -1.675 -0.4282
H 1.753 2.679 -2.043 0.0200
H 2.688 1.249 -2.411 0.0255
```

Computed properties:
net charge = +3
multiplicity = 2
orbital gap (spin up / spin down) = 5.271 / 5.284 eV
ΔE to the lowest compared entry with this formula, charge and spin = 20.8 kJ/mol